DFT (ωB97M-V with the def2-TZVPD basis set) results for C24H28Cl5N2O5SW as an isolated structure.

Atoms and positions in Å:
W1 0.069 -0.030 1.590
Cl1 -5.119 -3.660 4.018
C1 -3.543 -3.022 3.791
C2 -2.524 -3.283 4.724
Cl2 -2.868 -4.256 6.093
C3 -1.242 -2.760 4.566
Cl3 0.017 -3.050 5.694
C4 -0.975 -1.963 3.452
O1 0.172 -1.379 3.148
C5 -1.991 -1.743 2.529
O2 -1.569 -0.962 1.493
C6 -3.278 -2.235 2.674
Cl4 -4.461 -1.851 1.485
C7 4.174 1.070 -5.097
C8 3.811 0.442 -3.762
C9 2.726 -0.621 -3.893
C10 2.351 -1.248 -2.554
N1 1.715 -0.304 -1.636
C11 0.446 0.089 -1.682
S1 -0.138 1.222 -0.477
N2 -0.358 -0.358 -2.629
C12 -1.804 -0.102 -2.730
C13 -2.625 -1.047 -1.869
C14 -2.403 -2.526 -2.162
C15 -2.748 -2.934 -3.586
H1 4.966 1.808 -4.988
H2 3.314 1.572 -5.543
H3 4.518 0.317 -5.805
H4 3.476 1.221 -3.071
H5 4.697 -0.011 -3.308
H6 3.062 -1.421 -4.556
H7 1.844 -0.182 -4.371
H8 3.248 -1.602 -2.046
H9 1.700 -2.120 -2.665
H10 2.275 0.132 -0.916
H11 0.030 -1.023 -3.284
H12 -2.039 -0.205 -3.790
H13 -1.986 0.935 -2.456
H14 -3.675 -0.786 -2.027
H15 -2.412 -0.844 -0.818
H16 -3.000 -3.105 -1.456
H17 -1.363 -2.792 -1.941
H18 -3.758 -2.621 -3.853
H19 -2.696 -4.014 -3.712
H20 -2.072 -2.497 -4.323
C16 1.538 4.285 2.282
C17 0.332 3.392 2.243
C18 -0.753 3.745 1.445
C19 -1.922 2.989 1.387
Cl5 -3.185 3.453 0.308
C20 -2.054 1.854 2.158
C21 -1.001 1.473 3.020
C22 0.194 2.244 3.045
O3 1.090 1.804 3.968
C23 2.483 1.760 3.722
C24 2.891 1.076 2.423
O4 3.961 1.179 1.909
O5 1.903 0.313 1.867
H21 1.329 5.197 1.730
H22 2.418 3.826 1.830
H23 1.786 4.568 3.304
H24 -0.683 4.633 0.832
H25 -2.967 1.273 2.140
H26 -1.170 0.784 3.847
H27 2.889 1.160 4.541
H28 2.953 2.744 3.746

## Properties
Max |F| (eV Å⁻¹): 0.62
Net charge: +1
HOMO (alpha / beta) (eV): -10.64 / -10.64
Frontier orbital gap (alpha / beta) (eV): 6.52 / 6.53
Spin multiplicity: 1



DFT (ωB97M-V with the def2-TZVPD basis set) results for C19H22N8O3SW as an isolated structure.

Atoms and positions in Å:
W1 -0.873 -0.579 0.315
C1 2.865 -3.200 1.831
C2 1.497 -3.668 1.323
C3 0.766 -4.506 2.362
O1 1.617 -4.330 0.076
C4 0.681 -2.445 0.984
O2 -0.137 -1.905 1.788
O3 0.744 -1.847 -0.148
H1 3.458 -4.081 2.073
H2 2.772 -2.594 2.733
H3 3.390 -2.646 1.052
H4 1.369 -5.385 2.590
H5 -0.202 -4.836 1.985
H6 0.616 -3.949 3.285
H7 1.976 -5.213 0.224
N1 2.360 0.187 1.348
C5 1.469 1.089 1.760
N2 1.847 1.974 2.658
C6 0.953 2.903 3.000
N3 1.244 3.746 3.970
N4 -0.262 3.057 2.388
C7 -0.573 2.126 1.550
N5 0.203 1.050 1.224
C8 -1.855 2.223 0.810
C9 -2.675 3.327 0.896
C10 -3.828 3.357 0.122
C11 -4.112 2.287 -0.713
C12 -3.249 1.209 -0.739
N6 -2.141 1.176 0.012
H8 3.293 0.259 1.723
H9 2.195 -0.402 0.549
H10 2.126 3.675 4.450
H11 0.583 4.459 4.232
H12 -2.403 4.137 1.557
H13 -4.494 4.208 0.169
H14 -4.997 2.279 -1.334
H15 -3.439 0.344 -1.361
C13 0.944 0.936 -5.698
C14 0.512 0.600 -4.309
C15 0.143 -0.693 -3.941
C16 -0.245 -0.959 -2.650
N7 -0.299 -0.008 -1.694
C17 0.063 1.247 -2.041
C18 0.465 1.576 -3.310
H16 0.891 0.074 -6.358
H17 1.970 1.308 -5.691
H18 0.317 1.730 -6.106
H19 0.161 -1.500 -4.661
H20 -0.508 -1.964 -2.350
H21 0.027 1.994 -1.262
H22 0.747 2.598 -3.526
S1 -2.653 -2.320 -0.254
C19 -2.802 -1.457 1.146
N8 -2.517 -0.651 1.962

## Properties
Max |F| (eV Å⁻¹): 0.24
Net charge: +2
HOMO (alpha / beta) (eV): -14.78 / -15.76
Frontier orbital gap (alpha / beta) (eV): 8.04 / 8.43
Spin multiplicity: 3



DFT (ωB97M-V with the def2-TZVPD basis set) results for one molecule with the formula C5H12O.

Atoms and positions in Å:
C1 -1.145 0.894 -1.318
C2 -0.660 -0.382 -0.620
C3 -1.774 -0.973 0.246
C4 0.581 -0.135 0.246
C5 1.849 0.196 -0.521
O1 2.845 0.520 0.432
H1 -0.462 1.224 -2.109
H2 -1.241 1.716 -0.596
H3 -2.130 0.740 -1.774
H4 -0.405 -1.119 -1.396
H5 -2.081 -0.254 1.016
H6 -1.436 -1.884 0.753
H7 -2.658 -1.224 -0.351
H8 0.378 0.690 0.943
H9 0.784 -1.021 0.861
H10 1.676 1.037 -1.212
H11 2.151 -0.673 -1.129
H12 3.654 0.747 -0.041

## Properties
Max |F| (eV Å⁻¹): 0.48
HOMO (eV): -10.30
Frontier orbital gap (eV): 11.29
Spin multiplicity: 1



DFT (ωB97M-V with the def2-TZVPD basis set) results for C25H32GaN8S as an isolated structure.

Atoms and positions in Å:
Ga1 0.006 0.382 -0.586
C1 -2.643 2.211 1.975
C2 -2.597 0.745 1.502
C3 -1.465 -0.093 2.090
N1 -0.206 -0.074 1.346
C4 0.836 -0.724 1.844
C5 0.753 -1.413 3.076
C6 1.696 -2.071 3.851
C7 3.041 -2.296 3.629
C8 3.723 -1.932 2.481
C9 3.272 -1.311 1.328
C10 2.024 -0.770 0.956
N2 1.825 -0.266 -0.253
C11 2.870 -0.430 -1.267
C12 2.549 0.105 -2.665
C13 1.143 -0.230 -3.170
N3 0.216 0.669 -2.506
C14 -0.126 1.867 -2.954
C15 0.084 2.258 -4.289
C16 -0.254 3.405 -4.979
C17 -0.898 4.555 -4.547
C18 -1.297 4.808 -3.252
C19 -1.166 4.037 -2.104
C20 -0.649 2.754 -1.889
N4 -0.545 2.234 -0.659
C21 -0.741 3.081 0.510
C22 -2.199 3.249 0.952
H1 -3.659 2.451 2.292
H2 -2.020 2.320 2.869
H3 -3.524 0.259 1.814
H4 -2.591 0.683 0.411
H5 -1.287 0.252 3.114
H6 -1.800 -1.133 2.185
H7 -0.225 -1.392 3.532
H8 1.306 -2.458 4.787
H9 3.598 -2.807 4.403
H10 4.775 -2.193 2.459
H11 4.042 -1.202 0.581
H12 3.791 0.056 -0.932
H13 3.091 -1.502 -1.350
H14 2.674 1.191 -2.695
H15 3.301 -0.315 -3.336
H16 1.094 -0.178 -4.256
H17 0.874 -1.254 -2.897
H18 0.579 1.515 -4.897
H19 0.023 3.391 -6.028
H20 -1.087 5.323 -5.285
H21 -1.774 5.768 -3.089
H22 -1.544 4.523 -1.216
H23 -0.172 2.640 1.332
H24 -0.287 4.056 0.316
H25 -2.320 4.240 1.395
H26 -2.855 3.215 0.077
C23 -0.538 -5.026 2.359
C24 -1.295 -4.077 1.511
N5 -2.561 -3.823 1.589
N6 -2.776 -2.892 0.615
C25 -1.687 -2.560 -0.074
S1 -1.573 -1.445 -1.344
N7 -0.717 -3.321 0.506
N8 0.603 -3.344 0.084
H27 -1.211 -5.451 3.098
H28 0.282 -4.517 2.867
H29 -0.119 -5.835 1.759
H30 -3.697 -2.513 0.467
H31 0.818 -4.252 -0.309
H32 1.215 -3.142 0.868

## Properties
Max |F| (eV Å⁻¹): 0.30
Net charge: +1
HOMO (eV): -9.99
Frontier orbital gap (eV): 7.19
Spin multiplicity: 1